# 1
ORCA calculation (ωB97M-V/def2-TZVPD) on a structure of composition C14H42N3O5PS4 in a non-equilibrium geometry.

Element x y z (Å)
O 10.178 -14.008 -7.946
P 8.776 -14.296 -7.513
N 8.181 -15.806 -8.229
C 8.664 -17.081 -7.675
C 7.790 -15.938 -9.624
N 7.596 -13.178 -8.000
C 6.279 -13.446 -8.518
C 8.077 -11.696 -8.288
N 8.430 -14.442 -5.853
C 9.290 -15.075 -4.855
C 7.076 -14.460 -5.348
H 8.128 -17.997 -7.925
H 8.612 -17.051 -6.587
H 9.726 -17.251 -7.851
H 7.011 -16.678 -9.806
H 8.584 -16.230 -10.312
H 7.450 -14.984 -10.027
H 5.543 -12.892 -7.936
H 6.128 -12.965 -9.485
H 5.968 -14.477 -8.348
H 7.357 -11.044 -7.793
H 9.125 -11.494 -8.066
H 8.036 -11.654 -9.377
H 9.258 -14.381 -4.016
H 9.013 -16.112 -4.664
H 10.207 -14.994 -5.439
H 7.020 -13.993 -4.365
H 6.710 -15.484 -5.267
H 6.366 -13.908 -5.964
C 5.873 -10.506 -5.852
S 4.823 -12.078 -5.707
O 5.681 -13.126 -6.444
C 5.162 -12.350 -3.910
H 5.550 -9.728 -5.159
H 5.720 -10.005 -6.807
H 6.908 -10.603 -5.525
H 5.504 -11.495 -3.326
H 5.958 -13.091 -3.848
H 4.287 -12.697 -3.360
C 3.061 -15.697 -6.738
S 3.317 -16.394 -5.057
O 4.525 -17.365 -5.242
C 4.168 -14.953 -4.168
H 3.812 -15.361 -7.453
H 2.277 -14.965 -6.543
H 2.685 -16.537 -7.323
H 3.593 -14.028 -4.205
H 5.096 -14.717 -4.690
H 4.463 -15.198 -3.148
C 4.586 -12.496 -9.460
S 4.169 -10.692 -9.990
O 2.752 -10.419 -9.541
C 5.400 -9.786 -9.074
H 5.579 -12.774 -9.813
H 3.872 -13.240 -9.815
H 4.547 -12.441 -8.372
H 5.363 -9.814 -7.985
H 5.306 -8.768 -9.450
H 6.446 -9.953 -9.330
C 6.303 -9.574 -0.112
S 6.619 -9.990 -1.939
O 6.756 -11.476 -1.968
C 4.939 -9.544 -2.582
H 7.088 -10.104 0.427
H 5.228 -9.747 -0.055
H 6.298 -8.488 -0.018
H 4.238 -10.077 -1.939
H 4.959 -9.605 -3.670
H 4.796 -8.529 -2.212

Computed properties:
HOMO-LUMO gap: 0.2807 Ha
total charge: 0

***

# 2
ORCA calculation (ωB97M-V/def2-TZVPD) on a cluster of 2 separate species, C11H24Si in total in a non-equilibrium geometry.

Element x y z (Å)
C 3.772 0.513 1.089
C 2.568 0.912 1.530
C -0.921 -2.666 -1.296
C 0.996 -2.610 0.421
C 0.357 1.006 -2.700
C 0.673 2.395 -0.684
C -2.966 0.007 0.610
C -1.388 1.234 2.290
C 0.294 -1.756 -0.661
C -0.215 1.349 -1.306
C -1.621 0.010 1.381
Si -0.215 -0.041 -0.032
H 4.664 0.927 1.388
H 3.820 -0.049 0.123
H 2.296 1.342 2.509
H -1.807 -2.829 -0.675
H -1.321 -2.139 -2.228
H -0.432 -3.652 -1.465
H 1.454 -3.615 -0.011
H 0.168 -2.842 1.036
H 1.708 -2.086 1.115
H -0.068 0.124 -3.239
H 0.184 1.999 -3.214
H 1.421 0.745 -2.562
H 0.936 3.075 -1.467
H 1.651 1.901 -0.280
H 0.217 2.807 0.230
H -3.593 -0.189 1.400
H -3.360 0.948 0.184
H -3.217 -0.674 -0.108
H -0.349 1.317 2.586
H -2.045 1.103 3.131
H -1.703 2.138 1.720
H 0.947 -1.560 -1.510
H -1.337 1.781 -1.334
H -1.568 -0.924 2.032

Computed properties:
HOMO-LUMO gap (alpha / beta): 0.2788 / 0.2471 Ha
total charge: 0

***

# 3
ORCA calculation (ωB97M-V/def2-TZVPD) on a structure of composition C11H28BrCuO11S3 in a non-equilibrium geometry.

Element x y z (Å)
Cu -16.875 0.564 -1.912
Br -18.712 2.332 -2.597
O -17.057 0.371 0.329
C -17.877 -0.808 0.501
C -17.911 -1.969 -0.653
O -17.872 -1.534 -2.012
H -18.875 -0.402 0.665
H -17.513 -1.283 1.412
H -18.854 -2.507 -0.564
H -17.125 -2.697 -0.453
O -12.143 -0.712 -0.754
S -13.291 -1.189 -1.508
O -14.542 -0.393 -1.687
O -12.746 -1.691 -2.962
C -11.573 -2.492 -3.081
C -11.720 -3.674 -4.103
C -13.773 -2.796 -0.681
H -11.242 -2.843 -2.104
H -10.738 -1.855 -3.373
H -12.383 -4.394 -3.625
H -10.862 -4.288 -4.375
H -12.199 -3.403 -5.044
H -13.839 -2.656 0.398
H -12.869 -3.404 -0.710
H -14.612 -3.307 -1.152
O -13.796 1.657 -4.654
S -15.026 0.952 -5.015
O -15.987 0.662 -3.937
O -15.816 1.729 -6.264
C -15.034 2.356 -7.275
C -15.668 2.344 -8.607
C -14.552 -0.619 -5.926
H -14.063 1.869 -7.359
H -14.855 3.416 -7.091
H -15.106 3.095 -9.161
H -16.740 2.535 -8.645
H -15.533 1.363 -9.064
H -15.447 -1.242 -5.934
H -13.824 -1.198 -5.359
H -14.266 -0.376 -6.949
O -15.506 2.332 -1.691
S -14.725 3.040 -0.625
O -13.563 2.330 -0.076
O -14.344 4.576 -1.142
C -15.268 5.194 -2.043
C -14.872 6.646 -2.324
C -15.822 3.561 0.689
H -16.323 5.116 -1.780
H -15.293 4.709 -3.019
H -15.527 7.061 -3.090
H -13.840 6.774 -2.651
H -15.101 7.222 -1.427
H -15.499 4.523 1.086
H -15.797 2.779 1.448
H -16.817 3.693 0.264

Computed properties:
HOMO-LUMO gap (alpha / beta): 0.2091 / 0.1955 Ha
expectation value of S²: 0.76
total charge: -1
spin multiplicity: 2

***

# 4
ORCA calculation (ωB97M-V/def2-TZVPD) on the molecule C5H9N2O2PS in a non-equilibrium geometry.

Element x y z (Å)
C -0.059 -0.624 -0.703
C 1.286 -0.486 -0.595
C 0.288 1.461 -0.288
C 2.625 1.705 -0.210
C -3.686 -1.446 0.342
N -0.698 0.513 -0.468
N 1.490 0.876 -0.308
O -2.006 0.390 1.995
O -2.156 2.519 0.157
P -2.252 1.088 0.308
S -3.392 -0.180 -0.874
H -0.580 -1.438 -1.198
H 2.227 -1.108 -0.739
H -0.113 2.384 -0.144
H 3.309 1.769 -1.070
H 2.123 2.753 -0.137
H 3.206 1.559 0.813
H -3.462 -2.394 -0.264
H -4.689 -1.522 0.642
H -3.078 -1.422 1.151

Computed properties:
HOMO-LUMO gap: 0.3237 Ha
total charge: 0

***

# 5
ORCA calculation (ωB97M-V/def2-TZVPD) on a structure of composition C28H29AsN2O4PPtS.

Element x y z (Å)
Pt 0.173 0.744 0.837
N 0.146 -0.209 2.698
C -0.464 -1.539 2.725
C -1.011 -2.055 3.880
C -1.551 -3.335 3.835
C -1.548 -4.075 2.657
C -1.011 -3.544 1.495
C -0.460 -2.263 1.539
P 0.230 -1.485 0.095
C 1.850 -2.017 -0.319
C 2.456 -3.017 0.449
C 3.691 -3.513 0.061
C 4.315 -3.004 -1.069
C 3.715 -1.998 -1.829
C 2.484 -1.499 -1.460
C -0.871 -1.539 -1.287
C -2.167 -1.006 -1.168
C -3.045 -1.099 -2.227
C -2.657 -1.755 -3.395
C -1.393 -2.321 -3.503
C -0.488 -2.209 -2.463
H -0.422 0.423 3.277
H 1.077 -0.245 3.119
H -1.036 -1.478 4.795
H -1.989 -3.756 4.730
H -1.982 -5.066 2.641
H -1.034 -4.110 0.572
H 1.966 -3.413 1.329
H 4.160 -4.298 0.637
H 5.277 -3.398 -1.370
H 4.211 -1.624 -2.715
H 1.998 -0.734 -2.058
H -2.507 -0.575 -0.242
H -4.041 -0.686 -2.145
H -3.355 -1.843 -4.217
H -1.112 -2.853 -4.402
H 0.494 -2.644 -2.559
O -1.054 2.148 -2.517
C -1.082 2.170 -1.335
O 0.107 2.027 -0.624
C -2.282 2.411 -0.463
C -3.284 3.303 -0.826
C -4.372 3.520 0.016
C -4.493 2.855 1.227
C -3.504 1.954 1.566
C -2.429 1.730 0.729
N -3.531 1.217 2.846
O -4.479 1.343 3.555
O -2.546 0.514 3.095
H -3.207 3.835 -1.765
H -5.136 4.228 -0.273
H -5.327 3.029 1.894
H -1.767 0.911 1.096
C 2.177 4.366 -0.042
As 2.921 2.686 -0.576
C 2.604 2.245 -2.413
C 4.813 2.711 -0.259
S 2.424 1.058 0.868
H 2.557 5.119 -0.734
H 2.515 4.589 0.969
H 1.093 4.323 -0.091
H 2.822 3.147 -2.987
H 1.567 1.954 -2.561
H 3.298 1.457 -2.702
H 5.227 3.516 -0.869
H 5.251 1.761 -0.560
H 5.018 2.912 0.791

Computed properties:
HOMO-LUMO gap: 0.2375 Ha
total charge: +3

***

# 6
ORCA calculation (ωB97M-V/def2-TZVPD) on a cluster of 2 separate species, C5H17N2O in total in a non-equilibrium geometry.

Element x y z (Å)
C -0.945 -1.549 -0.136
C -0.763 -0.057 0.008
C 0.724 0.339 0.234
C 1.127 1.467 -0.725
C 0.827 1.192 -2.201
N 1.087 -0.211 -2.511
N -1.515 0.420 1.262
H -1.938 -1.836 -0.504
H -0.282 -1.873 -0.917
H -0.829 -2.086 0.804
H -1.192 0.484 -0.829
H 0.864 0.657 1.264
H 1.365 -0.522 0.119
H 0.578 2.375 -0.481
H 2.164 1.704 -0.585
H 1.458 1.864 -2.790
H -0.211 1.414 -2.458
H 1.944 -0.511 -2.126
H 1.003 -0.438 -3.488
H -1.211 -0.172 2.058
H -1.219 1.372 1.476
H -2.525 0.375 1.149
H -0.747 -1.918 3.691
H 0.258 -0.846 3.950
O -0.259 -1.230 3.225

Computed properties:
HOMO-LUMO gap: 0.3413 Ha
total charge: +1

***

The records above give, respectively, ΔE to the lowest compared entry with this formula, charge and spin values of 342.51; 89.13; 64.90; 37.87; 0.00; 7.40 kcal per mole.
The records above give, respectively, molecular weight values of 491.75; 184.40; 575.99; 192.18; 790.59; 121.20 g/mol.